1.
Here is C24H68F2N7O11PbS2 as an isolated structure from OMol25. Energies are from ωB97M-V/def2-TZVPD.

XYZ file:
```
115
Properties=species:S:1:pos:R:3:forces:R:3
Pb 1.812429 -9.528638 13.687714 -0.130 0.339 -0.726
N -1.491193 -9.195552 10.406051 3.706 -0.929 -3.484
S -2.918177 -9.038446 10.709274 -9.817 -0.097 5.587
O -3.661126 -10.294325 10.961629 1.600 2.378 -1.005
O -3.586850 -7.921458 10.092315 0.326 -1.107 -0.993
F -2.839620 -8.447367 12.169963 0.943 -0.056 1.110
S -1.756067 -9.437293 8.741976 2.966 -1.848 -6.719
O -1.492311 -8.297639 7.880212 -1.616 -0.138 2.006
O -2.641960 -10.491480 8.129653 2.127 3.079 3.367
F -0.285792 -10.035441 8.600191 0.217 -1.267 0.498
O -1.569615 -12.189932 16.442758 0.367 0.213 -0.192
H -2.441793 -12.522961 16.231563 -0.267 -0.087 -0.141
H -1.501455 -12.281376 17.393147 0.007 -0.046 0.266
C -1.587411 -18.774099 -0.933751 -0.753 0.458 -0.653
C -1.778967 -17.267002 -1.546565 0.859 -1.250 2.207
C -1.243482 -16.255897 -0.501706 -0.012 0.348 -1.653
O -2.380325 -15.593813 0.030640 -0.609 -1.274 -0.630
C -2.162094 -15.023980 1.257244 1.674 0.084 0.840
N -1.122865 -17.114571 -2.840611 -0.331 -0.633 0.182
H -1.906534 -18.914356 0.099005 0.026 0.884 0.293
H -0.588042 -19.206698 -0.980808 0.353 0.732 -0.226
H -2.192996 -19.562865 -1.380089 -0.273 0.332 -0.799
H -2.825386 -16.962274 -1.562025 -0.275 -0.640 -0.225
H -0.664396 -15.507255 -1.042348 0.224 0.324 -0.165
H -0.508603 -16.691315 0.175391 -0.564 -0.170 0.746
H -1.262871 -14.417916 1.146883 -0.179 1.144 0.308
H -1.777788 -15.763448 1.959807 -0.526 -0.428 0.487
H -3.037485 -14.511648 1.656379 0.170 0.025 -0.292
H -1.790441 -17.505274 -3.490065 0.260 -0.158 -0.551
H -1.036453 -16.140954 -3.094999 -0.045 0.222 0.132
C -2.385739 -5.283804 0.614765 -0.194 1.158 0.795
C -3.898840 -5.183227 0.676822 0.627 -1.130 0.436
C -4.559605 -4.412882 -0.442044 -0.871 -1.059 0.852
O -5.967999 -4.481070 -0.099568 0.086 0.297 -1.095
C -6.859290 -4.034529 -1.162818 0.994 -0.461 1.003
N -4.320266 -6.566282 0.717581 -1.592 -0.233 -0.977
H -2.026093 -5.570754 -0.373370 -0.024 0.090 0.095
H -2.092470 -6.027316 1.355902 0.223 -0.024 -0.165
H -1.998676 -4.325524 0.961148 0.579 0.047 -0.360
H -4.286011 -4.684578 1.565387 0.471 0.339 0.491
H -4.385732 -4.922572 -1.389718 0.059 0.259 -0.301
H -4.126950 -3.414431 -0.378781 -0.337 0.317 -0.488
H -6.562090 -4.494942 -2.105040 0.180 0.318 -0.198
H -6.804808 -2.945935 -1.152930 -0.311 0.006 -0.517
H -7.863581 -4.406326 -0.959674 0.091 0.227 0.344
H -5.310216 -6.545128 0.518413 -0.353 -0.491 -0.069
H -4.200208 -7.077539 1.580303 0.372 0.336 0.169
C -7.523766 -1.465748 5.985805 0.315 1.354 -0.111
C -6.388622 -2.367153 6.524166 -0.767 0.800 0.864
C -5.218479 -1.667737 7.264564 -0.275 -0.752 -0.872
O -4.433779 -1.135347 6.251302 -0.865 -0.552 -2.228
C -3.272012 -0.432473 6.493447 -1.029 0.959 1.254
N -7.009970 -3.256376 7.474513 -0.800 -1.342 0.047
H -8.100881 -0.870916 6.693767 0.910 0.205 0.980
H -8.430723 -1.850774 5.519652 0.672 -1.269 -0.650
H -7.055565 -0.758106 5.301612 -0.208 0.085 -0.241
H -5.947910 -2.875617 5.666658 0.235 -0.080 -0.055
H -4.664821 -2.480316 7.734964 0.192 -0.213 0.394
H -5.514765 -0.976507 8.053581 -0.255 0.372 -0.136
H -3.582555 0.612179 6.473757 0.543 0.502 0.210
H -2.526468 -0.556935 5.708113 0.066 -0.535 0.320
H -3.033580 -0.698222 7.523315 1.305 0.221 -0.037
H -7.512046 -3.911997 6.892980 -0.829 -0.081 0.110
H -6.407401 -3.903317 7.962842 0.795 0.317 0.153
C -8.573478 -3.013486 14.341572 0.313 0.436 1.131
C -9.940343 -2.365402 14.553545 0.336 -0.111 -0.953
C -9.937430 -0.955050 15.200141 0.376 -1.048 -1.172
O -9.754534 -0.877004 16.566502 -0.524 -0.512 1.781
C -8.736777 -1.537253 17.290736 1.026 0.895 -0.500
N -10.540278 -2.287282 13.215498 -1.012 0.136 -0.309
H -8.148246 -3.203136 15.327126 0.264 -0.719 -0.157
H -7.829719 -2.383646 13.853474 -0.260 0.370 -0.263
H -8.719307 -3.891494 13.712338 0.239 -0.244 0.428
H -10.518666 -3.072240 15.148548 -0.304 0.188 0.120
H -10.883123 -0.442310 15.024447 0.030 -0.228 -0.213
H -9.155470 -0.439954 14.642182 0.311 0.569 0.023
H -8.674570 -2.623722 17.352532 -0.927 -0.231 -0.266
H -8.751248 -1.137682 18.304749 -0.258 -0.047 -0.070
H -7.772470 -1.254069 16.868800 0.385 0.152 -0.075
H -9.859123 -2.147054 12.483064 0.461 0.568 0.183
H -10.890807 -3.194223 12.942230 -0.455 -0.174 0.304
C 5.722891 -6.297178 9.297919 0.636 1.581 -1.012
C 4.899320 -6.410366 10.553865 1.183 0.345 -1.351
C 3.669194 -5.545401 10.433575 -0.805 -1.535 1.168
O 2.984179 -5.582297 11.699589 0.518 -0.471 0.953
C 2.394894 -4.299474 11.953588 0.939 -0.416 -1.612
N 4.664476 -7.827074 10.646087 -0.547 -2.221 2.072
H 6.602340 -6.936811 9.223557 -0.329 -0.474 0.253
H 6.174678 -5.310018 9.200422 -0.239 0.351 -0.119
H 5.056854 -6.449173 8.448569 0.242 -0.133 -0.254
H 5.520594 -6.060698 11.378403 -0.273 -0.327 0.389
H 3.010683 -6.055419 9.730474 -0.154 0.382 -0.528
H 3.878263 -4.521253 10.124534 0.201 -0.121 -0.041
H 3.241305 -3.628067 11.809070 -0.435 0.777 0.152
H 1.968899 -4.119287 12.940590 -0.140 -0.681 -0.191
H 1.729047 -4.281654 11.090786 -0.799 1.336 0.542
H 4.225647 -8.369415 9.915747 -0.833 1.047 -0.640
H 5.554603 -8.304304 10.641051 0.403 0.138 0.636
C 3.956027 -0.298555 -0.160125 1.088 0.484 1.084
C 4.787484 0.034786 1.186202 -0.383 0.504 -3.314
C 4.879826 -1.091529 2.181543 0.426 1.255 0.521
O 3.614896 -1.144683 2.770149 -1.442 -1.331 1.294
C 3.506089 -2.137791 3.817149 1.209 -0.799 -1.359
N 6.140267 0.470225 0.715118 -0.498 -0.350 0.952
H 3.034315 -0.843355 0.044175 0.166 -0.069 -0.111
H 4.613660 -0.758979 -0.897438 -0.012 -0.784 0.377
H 3.727560 0.620078 -0.700509 -0.353 0.351 0.461
H 4.269952 0.894267 1.612294 -0.123 -0.250 0.577
H 5.563796 -0.778045 2.970213 0.520 0.154 0.221
H 5.335433 -1.998463 1.784065 -0.641 -0.461 -0.328
H 2.562283 -2.222760 4.355769 0.000 0.936 -0.286
H 4.371919 -2.124128 4.479158 -0.072 0.729 0.508
H 3.656979 -3.115944 3.360491 -0.280 -0.338 -0.336
H 6.052338 1.409899 0.355429 -0.181 0.104 -0.515
H 6.650910 0.648613 1.568076 0.572 -0.135 0.251
```
Forces are in eV/Å.

Output
- HOMO (eV) = -10.018
- charge = +1
- total energy (Ha) = -3354.231675
- max |F| (eV/Å) = 11.3
- multiplicity = 1
- LUMO level (eV) = -9.1
- energy above the lowest of the compared OMol25 structures with the same formula, charge and spin (kJ/mol) = 303.9

Mulliken population analysis, charges in e, atoms 1 to 99: Pb 1.4644; N -0.1827; S 1.0507; O -0.5407; O -0.5052; F -0.2945; S 1.0357; O -0.5246; O -0.4950; F -0.2783; O -0.6547; H 0.3309; H 0.3276; C -1.3623; C 0.4849; C -0.7804; O -0.3266; C -0.7353; N -0.7263; H 0.3500; H 0.3736; H 0.3643; H 0.2286; H 0.3580; H 0.3894; H 0.3173; H 0.3164; H 0.2315; H 0.2638; H 0.2531; C -1.2752; C 0.5472; C -0.7474; O -0.3067; C -0.6946; N -0.7277; H 0.3354; H 0.3369; H 0.3598; H 0.2750; H 0.3983; H 0.3247; H 0.3072; H 0.2677; H 0.2399; H 0.2613; H 0.2207; C -1.3904; C 0.6154; C -0.5780; O -0.3162; C -0.7242; N -0.7451; H 0.3449; H 0.3625; H 0.3106; H 0.1476; H 0.3143; H 0.3532; H 0.2554; H 0.1975; H 0.3401; H 0.2767; H 0.2402; C -1.4490; C 0.5792; C -0.6859; O -0.3405; C -0.7507; N -0.7292; H 0.3581; H 0.3232; H 0.4020; H 0.3015; H 0.3082; H 0.2573; H 0.2743; H 0.2710; H 0.3519; H 0.2542; H 0.2742; C -1.5486; C 0.5655; C -0.8844; O -0.3158; C -0.6945; N -0.6051; H 0.4500; H 0.3645; H 0.3769; H 0.2290; H 0.3060; H 0.4694; H 0.2711; H 0.2550; H 0.3276; H 0.2842; H 0.2890; C -1.3751

---

2.
Here is C24H68N4O10 as an isolated structure from OMol25. Energies are from ωB97M-V/def2-TZVPD.

XYZ file:
```
106
Properties=species:S:1:pos:R:3:forces:R:3
C 0.160466 7.785060 1.238743 -0.034 -1.076 -1.066
O -0.898092 7.009730 0.629708 0.399 0.399 0.526
C -1.478224 6.071181 1.508237 -0.554 -1.251 0.336
C -2.339948 5.009334 0.749724 1.324 1.412 -1.063
N -1.470770 4.067281 0.098542 0.504 -1.166 1.194
C -2.105344 2.807590 -0.325739 0.869 4.183 -1.579
C -1.048662 1.901231 -0.908583 -2.024 1.734 -0.903
O -0.663934 2.481314 -2.188237 -0.175 -0.419 0.741
C 0.307710 1.709864 -2.913437 2.639 4.972 1.858
H 0.766803 8.071386 0.379392 -0.232 0.832 0.139
H 0.870146 7.186339 1.809701 -0.292 -0.530 0.337
H -0.179247 8.590057 1.890420 -0.218 0.178 -0.319
H -2.084675 6.535913 2.285627 -0.116 0.410 0.079
H -0.671367 5.520462 1.991756 0.093 -0.150 0.253
H -2.824528 5.570789 -0.049063 -0.899 0.344 0.122
H -3.085980 4.487087 1.348714 0.172 0.202 0.281
H -0.836720 4.512570 -0.549378 -0.267 -0.239 -0.307
H -2.851247 3.070789 -1.075704 -0.504 -0.432 -0.434
H -2.564465 2.316324 0.532147 0.603 4.853 -2.695
H -1.516163 0.930724 -1.074915 -0.150 0.139 -0.145
H -0.270145 1.849428 -0.147443 -0.221 0.268 -0.667
H 0.534046 2.313987 -3.792010 0.260 0.144 -0.110
H -0.090806 0.758412 -3.265614 3.722 6.213 2.121
H 1.201341 1.549311 -2.310331 -0.315 1.363 -0.123
C -2.663463 1.175078 1.327693 -0.152 -3.356 1.700
O -2.330072 -0.125646 1.735163 -0.295 -0.169 0.889
C -1.066115 -0.528198 1.374987 2.869 2.635 1.463
C 0.002541 -0.196530 2.445739 -1.616 -1.037 1.423
N 1.296203 -0.460535 1.866105 1.021 -5.507 2.958
C 2.351092 -0.109454 2.751581 2.228 -0.708 0.188
C 3.751585 -0.309386 2.039426 -0.543 0.605 1.647
O 3.872493 -1.605335 1.532291 -0.476 -1.485 1.472
C 5.194031 -2.107456 1.366630 0.437 1.171 0.361
H -3.603274 1.523549 1.755962 -0.350 -0.529 0.075
H -2.738506 1.180748 0.240295 -0.549 -2.351 1.009
H -1.931544 1.879897 1.722178 0.616 -0.341 0.137
H -0.738781 -0.172276 0.398126 -0.453 0.365 0.874
H -1.053653 -1.614827 1.290198 2.629 3.527 3.157
H -0.118527 -0.890715 3.277324 0.102 0.507 0.282
H -0.015467 0.817509 2.845093 -0.207 -0.055 -0.182
H 1.356105 -1.454048 1.694488 0.282 -0.217 -0.443
H 2.329426 -0.732900 3.645414 0.110 -0.162 0.242
H 2.203846 0.913302 3.098544 0.266 0.161 -0.292
H 4.508495 -0.140189 2.805305 0.220 0.112 0.126
H 3.858390 0.469807 1.284739 0.446 -0.657 -0.131
H 5.274511 -3.130409 0.998954 -0.812 0.132 -0.117
H 5.763926 -2.074385 2.295202 -0.096 0.137 0.232
H 5.667704 -1.426203 0.659784 0.592 -0.200 -0.165
C 0.395861 -0.384979 -1.240802 1.845 -0.557 -0.579
O -0.772398 -1.218275 -1.302447 13.970 -0.029 12.470
H 0.868854 -0.398025 -2.222745 -0.224 -0.485 1.296
H 0.289561 0.696057 -1.150567 -0.525 -1.771 0.944
H 1.148845 -0.823938 -0.586247 -0.705 0.648 0.304
H -0.639617 -2.089940 -0.922769 -0.958 -1.027 0.867
C 2.105677 1.714545 0.214617 -1.937 -0.017 0.857
O 0.869558 1.381955 0.916717 1.780 7.174 -2.488
H 2.973793 1.619100 0.866815 -0.364 0.461 -0.359
H 2.185616 1.071094 -0.661544 0.043 0.066 1.156
H 2.065746 2.729082 -0.181926 -0.223 0.119 0.187
H 1.006817 0.541693 1.360259 1.049 0.551 -2.331
C 3.055628 0.667733 -2.834580 1.010 -0.410 -0.738
O 1.982068 0.199031 -3.624671 1.317 -0.116 -1.407
H 3.503603 1.576810 -3.235801 -0.378 -0.051 -0.318
H 2.786032 0.858806 -1.795871 0.286 -0.008 -1.002
H 3.796486 -0.131574 -2.815954 0.579 0.753 -0.508
H 1.772904 -0.706490 -3.384092 0.657 -0.291 -0.352
C -1.038112 0.000420 -3.612884 -6.348 -5.003 -2.236
O -1.854707 -0.681966 -2.675628 -8.033 5.415 -13.021
H 0.002792 -0.154640 -3.329012 -1.012 -4.013 -1.611
H -1.170123 -0.368669 -4.629974 -0.050 -0.535 -0.449
H -1.248975 1.067257 -3.687054 -1.826 -0.696 -0.385
H -1.289500 -0.852156 -1.918538 -4.700 3.363 -4.592
C -0.756342 -4.350420 -1.968315 1.632 -1.058 -1.377
C 0.276561 -3.752792 -1.034866 1.326 -0.223 0.736
C 1.411439 -2.870227 -1.677674 -0.868 -1.524 0.257
O 2.210519 -2.335839 -0.634441 0.120 -1.159 0.013
C 3.428905 -1.740929 -1.040413 -0.075 1.247 -0.297
N -0.532946 -2.949954 -0.084525 5.932 -5.220 0.575
H -1.403487 -5.039934 -1.426205 0.298 -0.113 0.064
H -0.302864 -4.949283 -2.758149 0.308 -0.003 -0.065
H -1.404005 -3.599032 -2.420042 1.350 -0.388 -0.596
H 0.806142 -4.502934 -0.447553 0.037 -0.434 -0.245
H 0.855707 -2.134101 -2.258518 0.815 -0.162 -0.355
H 2.022382 -3.511105 -2.313384 -0.022 -0.028 -0.197
H 3.897867 -1.325849 -0.148289 -0.392 -0.563 -0.867
H 3.252989 -0.837621 -1.624531 -0.306 -1.300 0.262
H 4.129992 -2.389232 -1.566036 -0.215 -0.411 -0.105
H -1.030114 -3.523702 0.581614 1.392 -0.711 -1.278
H 0.078886 -2.406722 0.507655 0.912 -0.165 -0.026
C -2.149913 -2.434820 3.470043 0.265 0.148 0.555
C -3.133325 -2.398258 2.336506 -1.048 -0.064 -0.895
C -2.458488 -2.668086 0.967542 -4.569 0.167 0.461
O -3.382824 -2.497898 -0.094813 -1.280 0.010 0.693
C -2.911831 -2.822401 -1.384660 0.247 0.128 0.123
N -4.225071 -3.347012 2.571872 0.681 -0.327 0.004
H -2.661080 -2.222154 4.408973 -0.062 0.181 0.010
H -1.344773 -1.711262 3.342271 -0.782 -0.526 0.317
H -1.681186 -3.405070 3.634410 0.019 -0.383 -0.301
H -3.609867 -1.419070 2.289501 0.202 -0.530 0.050
H -2.127560 -3.704712 0.904367 -1.556 -0.931 1.213
H -1.603585 -2.026480 0.754051 -5.010 -2.809 -1.502
H -2.115113 -2.135637 -1.670475 -1.812 -1.121 -0.090
H -3.655992 -2.721671 -2.174702 -0.501 0.151 0.506
H -2.453058 -3.807987 -1.463572 -2.152 0.509 1.153
H -4.509579 -3.596654 1.635474 -0.682 -0.222 -0.166
H -3.745935 -4.161648 2.928101 -0.315 -0.665 0.187
```
Forces are in eV/Å.

Output
- HOMO (eV) = -7.057
- total energy (Ha) = -1925.316821
- max |F| (eV/Å) = 18.7
- multiplicity = 1
- LUMO level (eV) = 0.2
- energy above the lowest of the compared OMol25 structures with the same formula, charge and spin (kJ/mol) = 3590.1

Mulliken population analysis, charges in e, atoms 1 to 99: C -0.7502; O -0.3241; C -0.5298; C -0.7496; N 0.2448; C -1.5219; C 1.7845; O -0.4218; C -0.5807; H 0.2706; H 0.3206; H 0.2866; H 0.3863; H 0.2608; H 0.3623; H 0.3918; H 0.3008; H 0.3360; H 0.1375; H -0.6680; H 0.8555; H 0.2799; H -0.7488; H 0.4260; C -0.6373; O -0.4429; C 0.2059; C -1.1552; N -0.1752; C -0.9948; C -0.4913; O -0.2674; C -1.0176; H 0.3341; H 0.0600; H 0.3746; H -0.7643; H 1.0555; H 0.6985; H 0.4064; H 0.3089; H 0.5306; H 0.4626; H 0.6094; H 0.1667; H 0.2494; H 0.3280; H 0.4812; C 0.3732; O -0.3250; H -2.2596; H 0.1248; H -0.5633; H -1.8091; C -2.0360; O -0.9073; H 0.5775; H -0.1188; H 0.2495; H 0.5698; C -0.5889; O -0.4925; H 0.3252; H 0.7855; H 0.4790; H 0.6325; C -0.2392; O -0.6704; H 1.7426; H 0.5387; H 0.4260; H 2.2536; C -1.8994; C 0.5407; C -0.8646; O -0.3031; C 0.8024; N -0.3037; H 0.4345; H 0.5456; H 0.5117; H 0.5388; H 0.3658; H 0.6807; H -0.3142; H -0.8205; H 0.4978; H 0.0154; H -0.4310; C -1.3200; C 0.7648; C 0.7442; O -0.5009; C -0.9110; N -0.8344; H 0.4614; H -0.1830; H 0.3805; H 0.0741

---

The lowest HOMO belongs to which entry? C24H68F2N7O11PbS2

---

Look up the HOMO of the second one. -7.057 eV